Here is a molecular structure, C42H31N4O6SSeSm from the Open Molecules 2025 dataset. Energies are from ωB97M-V/def2-TZVPD.

electronic energy	-5747.32024	Eh
total charge	-2
2S+1	6
E_LUMO (alpha / beta)	0.1550 / 0.1550	Eh
HOMO-LUMO gap (alpha / beta)	5.12 / 5.12	eV

Atoms and positions in Å:
Sm 12.10 7.31 14.70
O 14.60 3.71 13.31
C 14.07 4.72 13.76
O 12.95 5.28 13.56
C 14.90 5.40 14.92
C 16.14 4.87 15.34
C 16.76 5.38 16.46
C 16.15 6.48 17.12
C 15.02 7.02 16.60
N 14.41 6.48 15.54
C 14.22 8.13 17.21
O 14.70 8.83 18.09
O 13.04 8.31 16.70
H 16.63 4.05 14.68
H 17.58 4.87 16.75
H 16.61 6.90 18.03
C 13.54 6.32 20.03
N 12.37 6.89 19.38
C 11.63 6.44 18.31
Se 12.11 5.04 17.23
N 10.51 7.23 18.26
C 10.66 8.26 19.23
C 9.94 9.40 19.48
C 10.35 10.23 20.47
C 11.48 9.89 21.22
C 12.27 8.79 20.98
C 11.81 8.00 19.92
H 13.83 5.38 19.55
H 13.33 6.08 21.08
H 14.39 7.00 19.99
H 9.87 7.15 17.45
H 9.14 9.63 18.77
H 9.77 11.18 20.64
H 11.86 10.58 22.03
H 13.26 8.68 21.36
O 11.98 8.08 12.45
C 13.12 8.63 12.29
O 13.85 8.74 13.29
C 13.58 9.09 10.96
C 12.73 8.72 9.84
C 13.20 9.05 8.56
C 14.37 9.76 8.38
C 15.11 10.22 9.43
C 14.80 9.77 10.76
H 11.74 8.23 9.99
H 12.68 8.74 7.69
H 14.71 10.01 7.38
H 16.07 10.60 9.23
H 15.37 9.94 11.62
S 9.43 6.30 15.46
C 8.81 7.79 14.80
N 8.20 7.83 13.63
C 7.71 9.01 13.11
C 7.48 10.06 14.01
C 8.03 10.06 15.25
C 9.14 9.08 15.47
H 8.10 6.97 13.12
H 7.22 8.80 12.14
H 6.81 10.95 13.75
H 7.93 10.87 15.94
H 9.28 8.77 16.53
C 10.55 9.47 15.01
C 10.99 10.41 14.31
C 11.62 11.35 13.60
C 12.45 12.29 14.33
C 13.16 11.88 15.49
C 13.78 12.78 16.32
C 13.76 14.15 16.01
C 13.22 14.60 14.81
C 12.54 13.67 14.06
C 11.48 11.52 12.11
C 10.34 11.20 11.45
C 10.19 11.43 10.11
C 11.15 12.13 9.39
C 12.32 12.57 10.06
C 12.44 12.31 11.43
H 13.19 10.84 15.63
H 14.29 12.40 17.24
H 14.35 14.92 16.56
H 13.22 15.60 14.48
H 12.06 13.99 13.08
H 9.58 10.60 11.89
H 9.29 11.13 9.54
H 11.05 12.40 8.36
H 13.03 13.23 9.52
H 13.24 12.67 12.06